1.
Here is a cluster of 7 separate species, C36H72ClFNO23P2S2 in total at a distorted geometry from OMol25. Energies are from ωB97M-V with the def2-TZVPD basis set.

Output
- Kohn-Sham gap (eV) = 6.3
- HOMO level (hartree) = -0.434
- total energy (eV) = -142558.9472
- net charge = +1
- LUMO (Eh) = -0.203

Each line ends with the Löwdin charge.
Atoms and positions in Å:
C (-5.30, -1.83, -1.04)  -0.116
C (-4.15, -2.93, -0.84)  -0.234
C (-3.15, -2.80, -2.07)  -0.187
C (-1.60, -2.64, -1.64)  -0.193
C (-0.74, -3.30, -2.80)  -0.191
C (0.86, -3.12, -2.66)  -0.587
Cl (1.22, -2.09, -4.16)  0.715
N (1.21, -2.23, -1.48)  -0.138
P (1.21, -0.45, -1.34)  0.432
S (2.50, 0.23, -0.03)  0.258
C (1.54, -3.07, -0.50)  -0.242
O (1.90, -2.82, 0.80)  0.086
C (1.51, -4.64, -0.88)  -0.341
P (-0.04, -5.55, -0.24)  0.839
O (-0.60, -4.91, 1.05)  -0.420
S (2.86, -5.47, 0.08)  0.771
O (4.13, -4.69, 0.17)  -0.241
O (2.36, -5.68, 1.48)  -0.279
F (3.07, -6.99, -0.57)  -0.179
C (1.70, -4.47, -2.49)  -0.341
C (1.22, -5.76, -3.31)  -0.022
C (3.27, -4.44, -2.80)  -0.194
O (3.60, -4.12, -4.16)  -0.215
C (4.08, -5.26, -4.91)  -0.084
H (-5.97, -2.08, -1.94)  0.069
H (-4.87, -0.79, -1.28)  0.079
H (-5.99, -1.75, -0.14)  0.086
H (-3.67, -2.78, 0.18)  0.097
H (-4.69, -3.93, -0.89)  0.112
H (-3.41, -1.81, -2.59)  0.111
H (-3.29, -3.62, -2.85)  0.120
H (-1.45, -3.12, -0.62)  0.087
H (-1.44, -1.53, -1.51)  0.079
H (-1.07, -2.80, -3.77)  0.102
H (-1.07, -4.38, -2.89)  0.091
H (1.51, 0.21, -2.58)  -0.001
H (-0.08, 0.07, -0.93)  0.013
H (1.21, -2.31, 1.28)  0.167
H (0.43, -6.86, 0.16)  0.067
H (-1.03, -5.79, -1.24)  0.044
H (0.18, -6.12, -3.02)  0.062
H (1.16, -5.52, -4.42)  0.114
H (1.97, -6.60, -3.13)  0.113
H (3.75, -3.66, -2.13)  0.144
H (3.80, -5.42, -2.55)  0.130
H (4.60, -4.83, -5.83)  0.115
H (4.84, -5.89, -4.37)  0.110
H (3.19, -5.85, -5.31)  0.091
C (2.63, 3.87, 2.52)  -0.059
C (3.07, 3.78, 1.07)  -0.238
O (3.20, 5.08, 0.49)  0.031
C (4.33, 5.74, 0.80)  -0.587
O (5.21, 5.33, 1.51)  0.137
O (4.28, 6.95, 0.22)  -0.057
C (5.38, 7.79, 0.54)  -0.025
H (1.73, 4.48, 2.61)  0.083
H (2.44, 2.88, 2.93)  0.077
H (3.40, 4.35, 3.13)  0.080
H (2.30, 3.26, 0.49)  0.087
H (3.99, 3.21, 0.96)  0.119
H (6.33, 7.30, 0.35)  0.102
H (5.31, 8.11, 1.58)  0.102
H (5.32, 8.68, -0.09)  0.095
C (1.95, 8.70, 2.17)  -0.062
C (1.06, 9.92, 2.04)  -0.205
O (0.98, 10.63, 3.29)  0.037
C (2.04, 11.40, 3.58)  -0.595
O (3.01, 11.55, 2.89)  0.124
O (1.82, 11.96, 4.77)  0.004
C (2.92, 12.74, 5.25)  -0.044
H (1.62, 8.07, 3.00)  0.086
H (1.93, 8.11, 1.25)  0.063
H (2.98, 8.98, 2.38)  0.073
H (0.04, 9.61, 1.80)  0.126
H (1.39, 10.58, 1.24)  0.122
H (3.22, 13.49, 4.51)  0.097
H (3.76, 12.10, 5.51)  0.099
H (2.59, 13.26, 6.15)  0.094
C (0.85, 11.94, -4.92)  -0.067
C (-0.08, 11.42, -3.84)  -0.215
O (0.31, 10.11, -3.41)  0.030
C (1.35, 10.07, -2.56)  -0.595
O (1.96, 11.02, -2.14)  0.126
O (1.61, 8.79, -2.29)  0.011
C (2.76, 8.59, -1.46)  -0.051
H (0.92, 11.23, -5.74)  0.081
H (0.49, 12.90, -5.31)  0.081
H (1.86, 12.09, -4.53)  0.075
H (-1.09, 11.33, -4.24)  0.122
H (-0.14, 12.11, -2.99)  0.125
H (2.70, 9.19, -0.55)  0.082
H (3.67, 8.84, -2.02)  0.107
H (2.80, 7.55, -1.18)  0.081
C (-7.90, -4.52, 4.54)  -0.066
C (-6.62, -4.71, 5.33)  -0.210
O (-5.65, -5.44, 4.57)  0.037
C (-4.99, -4.73, 3.64)  -0.592
O (-5.14, -3.56, 3.41)  0.118
O (-4.16, -5.56, 3.00)  0.014
C (-3.46, -4.94, 1.92)  -0.066
H (-8.27, -5.48, 4.17)  0.082
H (-8.67, -4.05, 5.16)  0.082
H (-7.73, -3.89, 3.66)  0.073
H (-6.83, -5.31, 6.22)  0.124
H (-6.21, -3.76, 5.67)  0.125
H (-2.95, -4.03, 2.25)  0.093
H (-4.15, -4.72, 1.11)  0.068
H (-2.71, -5.64, 1.56)  0.067
C (5.59, -6.63, 2.33)  -0.072
C (6.47, -7.81, 2.67)  -0.206
O (7.79, -7.64, 2.12)  0.034
C (8.59, -6.81, 2.80)  -0.596
O (8.31, -6.23, 3.82)  0.126
O (9.76, -6.73, 2.15)  0.003
C (10.68, -5.81, 2.72)  -0.043
H (5.58, -6.44, 1.26)  0.059
H (4.56, -6.80, 2.67)  0.074
H (5.95, -5.71, 2.81)  0.085
H (6.06, -8.71, 2.22)  0.123
H (6.52, -7.98, 3.75)  0.128
H (10.84, -6.02, 3.78)  0.098
H (10.33, -4.79, 2.57)  0.099
H (11.64, -5.93, 2.21)  0.095
C (-11.91, -5.22, -2.27)  -0.065
C (-10.80, -5.06, -1.24)  -0.214
O (-9.68, -4.37, -1.80)  0.029
C (-9.81, -3.04, -1.90)  -0.596
O (-10.76, -2.39, -1.55)  0.131
O (-8.69, -2.55, -2.47)  -0.015
C (-8.74, -1.15, -2.71)  -0.051
H (-11.53, -5.69, -3.18)  0.082
H (-12.72, -5.82, -1.86)  0.082
H (-12.32, -4.25, -2.56)  0.076
H (-10.44, -6.05, -0.94)  0.122
H (-11.15, -4.56, -0.34)  0.125
H (-8.99, -0.60, -1.80)  0.100
H (-9.45, -0.92, -3.50)  0.102
H (-7.74, -0.83, -3.04)  0.082

---

2.
Here is a cluster of 9 separate species, C36H72O13 in total at a distorted geometry from OMol25. Energies are from ωB97M-V with the def2-TZVPD basis set.

Output
- Kohn-Sham gap (eV) = 9.8
- SMILES string = CCOC(=O)OC.CCOC(=O)OC.C1CCOC1.C1CCOC1.C1CCOC1.C1CCOC1.C1CCOC1.C1CCOC1.C1CCOC1
- HOMO level (hartree) = -0.343
- total energy (eV) = -65109.5266
- LUMO (Eh) = 0.018

Each line ends with the Löwdin charge.
Atoms and positions in Å:
C (-2.16, 2.29, -3.09)  -0.031
C (-1.85, 1.79, -4.52)  -0.228
O (-2.29, 2.59, -5.57)  0.027
C (-1.71, 3.79, -5.86)  -0.506
O (-0.62, 4.26, -5.49)  0.092
O (-2.53, 4.43, -6.69)  -0.009
C (-2.31, 5.73, -7.12)  -0.068
H (-1.67, 3.20, -2.75)  0.068
H (-1.96, 1.60, -2.26)  0.047
H (-3.21, 2.56, -3.12)  0.083
H (-2.25, 0.78, -4.64)  0.126
H (-0.79, 1.64, -4.72)  0.107
H (-2.16, 6.37, -6.25)  0.096
H (-3.20, 6.23, -7.49)  0.097
H (-1.44, 5.69, -7.77)  0.107
C (-1.08, -0.06, 1.40)  -0.034
C (-1.03, -0.25, -0.12)  -0.188
O (0.14, 0.22, -0.76)  -0.012
C (0.45, -0.01, -2.07)  -0.448
O (-0.35, -0.70, -2.78)  0.058
O (1.70, 0.48, -2.39)  -0.019
C (2.20, 0.28, -3.67)  -0.066
H (-0.24, -0.64, 1.80)  0.077
H (-2.05, -0.29, 1.84)  0.044
H (-0.94, 0.96, 1.74)  0.062
H (-1.82, 0.29, -0.64)  0.114
H (-1.11, -1.33, -0.27)  0.111
H (2.48, -0.77, -3.71)  0.111
H (2.99, 0.98, -3.95)  0.087
H (1.48, 0.61, -4.42)  0.089
C (-2.69, -4.17, 2.92)  -0.183
C (-2.90, -4.86, 1.64)  -0.157
C (-2.73, -3.64, 0.71)  -0.206
O (-3.28, -2.51, 1.38)  -0.156
C (-3.14, -2.71, 2.78)  -0.193
H (-1.66, -4.22, 3.29)  0.119
H (-3.34, -4.64, 3.65)  0.114
H (-3.80, -5.42, 1.38)  0.117
H (-2.06, -5.53, 1.41)  0.113
H (-3.24, -3.65, -0.25)  0.114
H (-1.70, -3.49, 0.40)  0.107
H (-4.16, -2.69, 3.16)  0.124
H (-2.43, -1.98, 3.16)  0.095
C (0.45, 3.54, -0.34)  -0.155
C (-0.79, 4.10, 0.31)  -0.170
C (-0.45, 4.15, 1.80)  -0.170
O (0.42, 3.01, 1.96)  -0.138
C (1.22, 2.95, 0.81)  -0.226
H (1.01, 4.34, -0.83)  0.118
H (0.19, 2.76, -1.06)  0.085
H (-1.61, 3.38, 0.26)  0.100
H (-1.11, 5.04, -0.15)  0.116
H (-1.34, 4.16, 2.43)  0.100
H (0.02, 5.12, 2.00)  0.116
H (1.58, 1.92, 0.74)  0.103
H (2.15, 3.50, 0.99)  0.117
C (6.01, 0.53, -3.02)  -0.173
C (7.14, 1.49, -3.18)  -0.193
C (7.42, 1.91, -1.73)  -0.180
O (7.43, 0.64, -1.05)  -0.152
C (6.48, -0.22, -1.70)  -0.175
H (5.91, -0.20, -3.82)  0.111
H (5.05, 1.01, -2.83)  0.092
H (6.75, 2.27, -3.83)  0.114
H (8.02, 1.03, -3.62)  0.122
H (6.66, 2.50, -1.24)  0.122
H (8.42, 2.34, -1.76)  0.118
H (5.63, -0.37, -1.03)  0.087
H (6.93, -1.16, -2.01)  0.114
C (-2.44, -4.20, -3.69)  -0.151
C (-3.23, -4.85, -4.82)  -0.190
C (-2.39, -5.15, -6.02)  -0.258
O (-1.17, -4.49, -5.83)  -0.130
C (-1.24, -3.76, -4.53)  -0.158
H (-2.13, -4.97, -2.98)  0.106
H (-2.89, -3.32, -3.24)  0.110
H (-3.93, -4.08, -5.16)  0.112
H (-3.76, -5.76, -4.54)  0.111
H (-2.85, -4.84, -6.96)  0.113
H (-2.30, -6.22, -6.19)  0.109
H (-1.29, -2.70, -4.80)  0.109
H (-0.35, -3.99, -3.93)  0.111
C (-4.44, 0.78, 3.00)  -0.131
C (-3.93, 2.27, 2.83)  -0.153
C (-3.69, 2.84, 4.24)  -0.220
O (-3.49, 1.68, 4.99)  -0.160
C (-3.61, 0.38, 4.26)  -0.141
H (-4.34, 0.08, 2.17)  0.093
H (-5.51, 0.77, 3.23)  0.102
H (-4.60, 2.86, 2.20)  0.108
H (-2.97, 2.13, 2.35)  0.078
H (-4.62, 3.29, 4.57)  0.120
H (-2.82, 3.48, 4.11)  0.106
H (-4.05, -0.42, 4.86)  0.115
H (-2.59, 0.13, 3.96)  0.078
C (4.91, -1.48, 1.84)  -0.197
C (4.11, -0.24, 1.55)  -0.150
C (2.82, -0.52, 2.36)  -0.261
O (2.76, -1.84, 2.60)  -0.109
C (3.89, -2.49, 1.92)  -0.207
H (5.25, -1.41, 2.87)  0.130
H (5.67, -1.73, 1.10)  0.123
H (3.91, -0.18, 0.48)  0.091
H (4.62, 0.71, 1.65)  0.118
H (1.93, -0.20, 1.83)  0.098
H (2.96, -0.04, 3.33)  0.112
H (3.68, -2.91, 0.94)  0.120
H (4.11, -3.37, 2.52)  0.125
C (0.69, -0.31, 5.38)  -0.150
C (0.22, -1.69, 5.99)  -0.133
C (0.58, -1.40, 7.58)  -0.111
O (0.31, 0.03, 7.71)  -0.130
C (0.01, 0.57, 6.49)  -0.260
H (0.17, -0.09, 4.45)  0.091
H (1.77, -0.24, 5.25)  0.096
H (0.72, -2.53, 5.52)  0.089
H (-0.81, -1.84, 5.69)  0.085
H (1.65, -1.59, 7.69)  0.103
H (0.09, -2.12, 8.23)  0.102
H (0.52, 1.51, 6.27)  0.122
H (-1.05, 0.55, 6.28)  0.111

---

3.
Here is a cluster of 10 separate species, C36H73NO12P in total at a distorted geometry from OMol25. Energies are from ωB97M-V with the def2-TZVPD basis set.

Output
- Kohn-Sham gap (eV) = 3.7
- HOMO level (hartree) = -0.066
- total energy (eV) = -73865.4251
- net charge = -1
- LUMO (Eh) = 0.068

Each line ends with the Löwdin charge.
Atoms and positions in Å:
C (-2.78, 2.10, -4.83)  -0.116
C (-2.79, 1.28, -5.94)  -0.425
N (-1.88, 0.35, -6.30)  -0.125
C (-1.36, -0.44, -5.22)  -0.352
C (0.03, 0.06, -4.68)  -0.222
C (1.12, -1.04, -4.68)  -0.219
P (1.94, -1.26, -3.09)  0.495
O (2.26, 0.04, -2.46)  -0.284
O (3.24, -2.12, -3.43)  -0.203
C (3.94, -2.70, -2.31)  -0.257
C (4.85, -1.69, -1.58)  -0.065
O (1.04, -2.14, -2.10)  -0.207
C (-0.24, -1.59, -1.76)  -0.262
C (-0.80, -2.28, -0.53)  -0.061
H (-1.86, 2.26, -4.29)  -0.007
H (-3.68, 2.56, -4.45)  -0.024
H (-3.68, 1.40, -6.59)  0.054
H (-1.19, -1.45, -5.61)  0.071
H (-2.07, -0.47, -4.39)  0.082
H (0.34, 0.85, -5.36)  0.095
H (-0.12, 0.51, -3.69)  0.072
H (0.72, -2.01, -4.98)  0.083
H (1.93, -0.72, -5.33)  0.087
H (3.28, -3.22, -1.62)  0.102
H (4.58, -3.46, -2.74)  0.107
H (4.51, -0.68, -1.75)  0.059
H (5.86, -1.78, -1.96)  0.046
H (4.82, -1.92, -0.52)  0.077
H (-0.93, -1.73, -2.58)  0.112
H (-0.19, -0.51, -1.59)  0.111
H (-1.88, -2.34, -0.66)  0.040
H (-0.62, -1.72, 0.39)  0.067
H (-0.43, -3.29, -0.43)  0.075
C (7.28, 2.22, -2.63)  -0.027
C (7.17, 0.81, -3.14)  -0.495
O (7.39, -0.15, -2.43)  0.046
C (6.75, 0.63, -4.58)  -0.017
H (7.58, 2.21, -1.59)  0.077
H (8.02, 2.77, -3.21)  0.067
H (6.31, 2.72, -2.72)  0.090
H (7.47, 1.12, -5.24)  0.081
H (5.76, 1.07, -4.74)  0.090
H (6.70, -0.43, -4.82)  0.081
C (2.82, 2.69, 2.29)  -0.017
C (2.65, 1.31, 1.70)  -0.494
O (2.76, 0.33, 2.39)  0.043
C (2.33, 1.23, 0.23)  -0.025
H (3.03, 2.60, 3.35)  0.058
H (3.64, 3.21, 1.80)  0.086
H (1.89, 3.26, 2.17)  0.073
H (3.13, 1.69, -0.36)  0.088
H (1.39, 1.75, 0.02)  0.093
H (2.23, 0.19, -0.07)  0.060
C (-6.29, -3.41, -1.13)  -0.039
C (-4.82, -3.45, -0.81)  -0.487
O (-4.09, -2.51, -1.06)  0.072
C (-4.29, -4.71, -0.17)  -0.016
H (-6.53, -2.45, -1.58)  0.082
H (-6.55, -4.21, -1.82)  0.082
H (-6.87, -3.53, -0.21)  0.055
H (-4.47, -5.56, -0.83)  0.084
H (-4.80, -4.89, 0.78)  0.082
H (-3.23, -4.61, 0.00)  0.073
C (2.68, 1.73, 6.41)  -0.027
C (2.31, 3.18, 6.60)  -0.512
O (1.50, 3.73, 5.89)  0.061
C (2.99, 3.92, 7.73)  -0.027
H (2.12, 1.33, 5.57)  0.072
H (3.74, 1.64, 6.19)  0.089
H (2.43, 1.16, 7.30)  0.085
H (4.07, 3.91, 7.57)  0.083
H (2.77, 3.43, 8.68)  0.083
H (2.64, 4.94, 7.76)  0.079
C (-0.83, -1.01, 4.98)  -0.018
C (-1.80, -0.31, 5.90)  -0.505
O (-2.71, -0.90, 6.43)  0.060
C (-1.57, 1.16, 6.13)  -0.020
H (-1.10, -2.06, 4.90)  0.080
H (-0.85, -0.56, 3.99)  0.088
H (0.19, -0.94, 5.37)  0.080
H (-1.62, 1.70, 5.18)  0.089
H (-0.58, 1.32, 6.58)  0.070
H (-2.33, 1.55, 6.81)  0.079
C (1.13, 6.95, 1.11)  -0.027
C (0.27, 5.73, 0.88)  -0.512
O (0.59, 4.87, 0.11)  0.073
C (-1.02, 5.65, 1.67)  -0.024
H (2.02, 6.89, 0.48)  0.079
H (0.58, 7.86, 0.85)  0.081
H (1.43, 7.01, 2.15)  0.081
H (-1.66, 6.50, 1.44)  0.082
H (-0.80, 5.66, 2.74)  0.082
H (-1.54, 4.73, 1.42)  0.083
C (-10.08, -6.58, -0.16)  -0.017
C (-8.60, -6.62, 0.15)  -0.483
O (-7.89, -5.67, -0.11)  0.056
C (-8.06, -7.86, 0.80)  -0.019
H (-10.32, -5.63, -0.62)  0.067
H (-10.34, -7.39, -0.84)  0.086
H (-10.65, -6.69, 0.76)  0.090
H (-8.23, -8.73, 0.16)  0.084
H (-8.55, -8.03, 1.76)  0.085
H (-6.99, -7.75, 0.97)  0.079
C (10.97, 4.83, -0.12)  -0.024
C (10.85, 3.97, -1.36)  -0.496
O (9.83, 3.94, -2.00)  0.068
C (12.06, 3.16, -1.75)  -0.023
H (10.04, 5.36, 0.05)  0.081
H (11.19, 4.20, 0.75)  0.084
H (11.78, 5.55, -0.25)  0.083
H (12.32, 2.47, -0.95)  0.085
H (12.91, 3.82, -1.94)  0.083
H (11.83, 2.59, -2.65)  0.082
C (-9.78, -2.11, 1.63)  -0.017
C (-10.57, -2.69, 0.49)  -0.504
O (-11.40, -3.56, 0.67)  0.050
C (-10.28, -2.16, -0.88)  -0.014
H (-10.08, -2.58, 2.57)  0.080
H (-8.72, -2.28, 1.47)  0.080
H (-9.96, -1.03, 1.70)  0.086
H (-9.23, -2.33, -1.14)  0.074
H (-10.48, -1.08, -0.92)  0.088
H (-10.91, -2.66, -1.61)  0.082